9 unconnected molecules or ions with the total composition C54H136F2N9O16S2. Source: OMol25; level of theory: ωB97M-V with the def2-TZVPD basis set.

## Properties
Kohn-Sham gap in eV: 8.411
Charge: +7

Cartesian coordinates (Å):
N (0.1897, -8.8604, -11.7685)
S (0.1660, -7.3428, -11.6739)
O (-0.5354, -6.5996, -12.6888)
O (1.2585, -6.7359, -10.9606)
F (-0.9791, -7.4414, -10.4926)
S (0.6684, -9.0761, -13.3390)
O (1.8641, -8.4157, -13.8159)
O (-0.4666, -9.1003, -14.2095)
F (1.1581, -10.6142, -13.1948)
C (-3.2457, -4.3273, -11.0024)
C (-4.4915, -3.6042, -11.5169)
C (-4.7770, -2.4130, -10.6015)
C (-6.1731, -1.7996, -10.8563)
N (-6.6449, -0.8975, -9.7153)
C (-6.6699, -1.5993, -8.3371)
C (-7.9790, -1.1440, -7.7028)
C (-8.5874, -0.0148, -8.5123)
C (-8.0530, -0.3634, -9.9169)
C (-5.7592, 0.3285, -9.6490)
H (-2.4434, -3.5913, -10.9315)
H (-2.9448, -5.2648, -11.4762)
H (-3.3235, -4.6875, -9.9693)
H (-5.3907, -4.2227, -11.5707)
H (-4.3619, -3.1197, -12.4872)
H (-4.0229, -1.6442, -10.7836)
H (-4.7182, -2.6282, -9.5315)
H (-6.9084, -2.5896, -10.9833)
H (-6.0591, -1.1042, -11.6858)
H (-5.7157, -1.2913, -7.9125)
H (-6.6138, -2.6856, -8.3902)
H (-7.8433, -0.8751, -6.6545)
H (-8.7101, -1.9530, -7.6945)
H (-8.2376, 0.9920, -8.2916)
H (-9.6722, -0.0235, -8.5702)
H (-8.0193, 0.5436, -10.5175)
H (-8.6801, -1.0964, -10.4221)
H (-5.7747, 0.9126, -10.5687)
H (-4.7124, 0.0539, -9.5309)
H (-6.0825, 0.9601, -8.8267)
C (4.6252, -7.5346, -11.6367)
C (5.1437, -8.4068, -10.4855)
C (6.5553, -7.9728, -10.0022)
C (7.7155, -8.2861, -10.9481)
N (9.0819, -8.0691, -10.2921)
C (10.1626, -8.3516, -11.3465)
C (11.4642, -8.7387, -10.5974)
C (10.9056, -9.2645, -9.2590)
C (9.3653, -9.2249, -9.3567)
C (9.1878, -6.7106, -9.6135)
H (3.5699, -7.7516, -11.8002)
H (5.2288, -7.7858, -12.5086)
H (4.6711, -6.5008, -11.2962)
H (5.1015, -9.4773, -10.7029)
H (4.5964, -8.1943, -9.5618)
H (6.6827, -8.5513, -9.0827)
H (6.4974, -6.9133, -9.7515)
H (7.7224, -7.6197, -11.8109)
H (7.5577, -9.3164, -11.2658)
H (10.2302, -7.4669, -11.9813)
H (9.7674, -9.1513, -11.9696)
H (12.0970, -7.8696, -10.4573)
H (11.9352, -9.5861, -11.0858)
H (11.1814, -8.5477, -8.4864)
H (11.2140, -10.2860, -9.0606)
H (8.9601, -9.0928, -8.3576)
H (9.0759, -10.1538, -9.8437)
H (8.7314, -5.9790, -10.2732)
H (10.2745, -6.6575, -9.5906)
H (8.7417, -6.6809, -8.6255)
C (-5.8585, -9.2509, -13.8556)
O (-4.4924, -8.8684, -13.7960)
C (-4.1220, -8.2750, -12.5831)
C (-3.8412, -9.2299, -11.4086)
N (-2.6980, -10.2133, -11.6280)
H (-1.7952, -9.7232, -11.6297)
H (-2.7324, -10.8115, -10.8011)
C (-2.7530, -11.1385, -12.8091)
C (-4.0026, -12.0190, -12.7652)
O (-3.7695, -13.0079, -11.8066)
C (-4.8063, -14.0003, -11.7359)
H (-6.1820, -9.8636, -13.0013)
H (-6.0769, -9.8423, -14.7400)
H (-6.4867, -8.3690, -13.6969)
H (-4.7173, -7.3917, -12.3405)
H (-3.1254, -7.8400, -12.7420)
H (-4.6847, -9.8139, -11.0483)
H (-3.4699, -8.5855, -10.6107)
H (-1.8345, -11.7235, -12.8823)
H (-2.6530, -10.5368, -13.7113)
H (-4.0529, -12.4919, -13.7549)
H (-4.9144, -11.4530, -12.5650)
H (-4.6095, -14.7037, -12.5530)
H (-5.7638, -13.5185, -11.9397)
H (-4.7256, -14.5438, -10.8011)
C (0.3545, -8.7256, -5.0559)
O (0.1790, -7.7178, -6.0882)
C (-0.1746, -8.1731, -7.3488)
C (1.0710, -8.7131, -8.0646)
N (0.7525, -9.8418, -9.0412)
H (0.0453, -10.4395, -8.6203)
H (0.3213, -9.4472, -9.8943)
C (2.0046, -10.5297, -9.5965)
C (2.7652, -11.3954, -8.6059)
O (3.3006, -10.6009, -7.5903)
C (4.5795, -11.0477, -7.0853)
H (-0.1932, -8.3307, -4.2062)
H (1.4192, -8.6793, -4.8168)
H (0.1563, -9.7685, -5.3049)
H (-0.5735, -7.2988, -7.8690)
H (-1.0129, -8.8859, -7.4120)
H (1.7536, -9.1313, -7.3238)
H (1.7569, -8.0123, -8.5398)
H (2.6825, -9.7500, -9.9435)
H (1.6607, -11.0597, -10.4834)
H (3.5486, -11.8185, -9.2464)
H (2.1491, -12.1818, -8.1554)
H (4.4533, -11.9156, -6.4423)
H (4.9749, -10.2468, -6.4650)
H (5.2220, -11.1783, -7.9557)
C (0.1097, -4.5744, -15.0715)
O (0.9386, -4.9337, -16.1816)
C (1.7836, -6.0438, -16.0791)
C (2.5980, -6.0245, -17.3629)
N (3.6881, -4.9521, -17.4227)
H (4.5299, -5.3145, -16.9697)
H (4.0978, -4.8388, -18.3712)
C (3.3136, -3.5227, -17.0679)
C (4.1287, -2.5915, -17.9730)
O (4.2793, -3.1981, -19.2305)
C (3.4198, -2.6587, -20.2497)
H (-0.5265, -5.4019, -14.7587)
H (-0.5531, -3.8180, -15.4872)
H (0.6230, -4.1508, -14.2080)
H (1.2835, -7.0049, -15.9159)
H (2.4313, -6.0045, -15.1904)
H (2.0277, -5.7046, -18.2373)
H (2.9580, -7.0083, -17.6609)
H (3.4908, -3.3766, -16.0049)
H (2.2488, -3.4059, -17.2520)
H (5.1189, -2.3995, -17.5530)
H (3.6260, -1.6219, -17.9655)
H (2.3648, -2.6697, -19.9677)
H (3.4730, -3.3018, -21.1280)
H (3.8000, -1.6823, -20.5434)
C (-0.4896, -9.2669, -19.7739)
O (-1.6791, -9.1214, -18.9933)
C (-1.5861, -9.5604, -17.6676)
C (-2.9444, -9.2626, -17.0097)
N (-4.1440, -9.4848, -17.9339)
H (-4.9490, -9.1936, -17.3745)
H (-4.0476, -8.8257, -18.7074)
C (-4.4860, -10.8477, -18.4990)
C (-5.1329, -11.7794, -17.4472)
O (-6.2312, -11.1327, -16.9061)
C (-7.1502, -12.0441, -16.2925)
H (-0.8043, -9.7856, -20.6778)
H (0.3243, -9.8274, -19.3077)
H (-0.1457, -8.2497, -19.9722)
H (-0.8044, -9.0169, -17.1321)
H (-1.4891, -10.6522, -17.6569)
H (-3.0654, -8.1804, -16.9124)
H (-3.1527, -9.6696, -16.0241)
H (-3.6794, -11.2757, -19.0834)
H (-5.3554, -10.6662, -19.1340)
H (-4.3394, -12.0587, -16.7283)
H (-5.2989, -12.7764, -17.8692)
H (-7.4552, -12.8087, -17.0067)
H (-7.9871, -11.4894, -15.8771)
H (-6.7521, -12.5915, -15.4286)
C (1.9128, -11.5039, -16.5852)
O (2.6576, -10.2916, -16.6009)
C (3.7859, -10.3720, -17.4570)
C (4.8407, -9.3369, -16.9986)
N (5.5954, -8.6527, -18.1260)
H (5.0186, -8.1749, -18.8189)
H (6.2303, -7.9456, -17.7531)
C (6.4271, -9.5981, -18.9969)
C (7.4590, -10.3951, -18.2248)
O (8.2050, -9.3620, -17.5775)
C (9.2327, -9.8381, -16.7403)
H (1.7841, -11.9714, -17.5633)
H (1.0244, -11.4580, -15.9636)
H (2.5766, -12.1909, -16.0401)
H (3.3703, -10.0450, -18.4161)
H (4.2373, -11.3596, -17.3534)
H (5.6638, -9.6570, -16.3624)
H (4.3672, -8.5116, -16.4636)
H (6.9663, -8.8983, -19.6370)
H (5.7867, -10.1966, -19.6422)
H (8.0873, -11.0424, -18.8385)
H (7.0373, -10.9972, -17.4114)
H (9.5657, -9.0019, -16.1241)
H (10.0427, -10.2746, -17.3263)
H (8.8528, -10.5541, -15.9967)
C (2.3826, -13.9908, -5.0133)
O (1.4176, -13.1288, -5.6493)
C (0.0782, -13.3970, -5.2746)
C (-0.4533, -14.5221, -6.2159)
N (-0.3806, -14.2158, -7.6623)
H (-1.1136, -13.5256, -7.8233)
H (0.4999, -13.7572, -7.9151)
C (-0.5863, -15.4136, -8.5554)
C (-0.6127, -14.9505, -10.0064)
O (0.6600, -14.4443, -10.3811)
C (0.5966, -13.5627, -11.4801)
H (2.2946, -14.1448, -3.9387)
H (3.3121, -13.4464, -5.1725)
H (2.4447, -14.9290, -5.5663)
H (-0.5741, -12.5257, -5.3638)
H (0.0043, -13.7788, -4.2564)
H (-1.4684, -14.7678, -5.8959)
H (0.0937, -15.3910, -5.8469)
H (-1.5698, -15.8161, -8.3075)
H (0.1144, -16.2059, -8.3007)
H (-1.3080, -14.0968, -10.0352)
H (-0.9591, -15.7253, -10.6918)
H (-0.2013, -12.8086, -11.3717)
H (0.2859, -14.0712, -12.3997)
H (1.5157, -13.0206, -11.6855)


C25H36N4O in the gas phase. Source: OMol25; level of theory: ωB97M-V with the def2-TZVPD basis set.

## Properties
Kohn-Sham gap in eV: 7.804
SMILES: CCCCCCCCNC(=O)/C(C#N)=C/c1cn(CCCN(C)C)c2ccccc12
Charge: 0

Cartesian coordinates (Å):
C (1.8614, 2.9989, 1.3087)
C (3.3823, 2.9546, 1.2268)
C (3.9065, 1.5224, 1.3031)
C (5.4215, 1.4569, 1.1209)
C (6.0110, 0.0629, 1.3547)
H (7.0888, 0.1061, 1.1782)
C (5.4072, -1.0438, 0.4894)
C (5.6574, -0.8587, -1.0064)
H (6.7080, -1.0452, -1.2344)
C (4.7865, -1.8000, -1.8403)
N (3.3899, -1.4660, -1.6914)
C (2.4896, -2.2934, -1.1129)
O (2.7306, -3.4499, -0.8229)
C (1.1509, -1.6773, -0.8629)
C (0.1504, -2.4782, -0.4061)
C (-1.1793, -2.1202, -0.0708)
C (-1.7608, -0.8629, -0.0252)
N (-3.0530, -0.9452, 0.3530)
C (-3.3769, -2.2670, 0.5491)
C (-4.5793, -2.8523, 0.9235)
C (-4.6073, -4.2249, 1.0560)
C (-3.4703, -5.0001, 0.8217)
C (-2.2752, -4.4249, 0.4464)
C (-2.2202, -3.0418, 0.3060)
H (-1.4021, -5.0331, 0.2661)
H (-3.5348, -6.0717, 0.9372)
H (-5.5265, -4.7119, 1.3454)
H (-5.4639, -2.2602, 1.1036)
C (-3.9541, 0.1712, 0.4294)
H (-3.3902, 1.0690, 0.6929)
H (-4.6918, -0.0184, 1.2126)
C (-4.6569, 0.4196, -0.9095)
H (-5.3533, -0.3923, -1.1266)
H (-3.9086, 0.4337, -1.7033)
C (-5.4222, 1.7427, -0.8754)
N (-4.5716, 2.8541, -0.4823)
C (-5.3532, 3.9927, -0.0457)
H (-5.9856, 3.6974, 0.7905)
H (-4.6771, 4.7760, 0.2931)
H (-5.9925, 4.4037, -0.8425)
C (-3.6432, 3.2389, -1.5270)
H (-2.9928, 2.4034, -1.7745)
H (-3.0211, 4.0543, -1.1624)
H (-4.1548, 3.5707, -2.4441)
H (-5.8935, 1.9148, -1.8594)
H (-6.2203, 1.6610, -0.1326)
H (-1.3123, 0.0915, -0.2235)
H (0.4169, -3.5225, -0.2926)
C (1.0106, -0.3055, -1.0927)
N (0.9483, 0.8273, -1.2961)
H (3.1291, -0.5078, -1.8739)
H (5.0646, -1.7330, -2.8982)
H (4.9000, -2.8342, -1.5078)
H (5.4287, 0.1678, -1.2994)
H (4.3332, -1.0947, 0.6736)
H (5.8297, -2.0021, 0.7999)
H (5.8596, -0.2061, 2.4029)
H (5.8908, 2.1442, 1.8300)
H (5.6789, 1.8091, 0.1199)
H (3.6383, 1.0899, 2.2701)
H (3.4103, 0.9362, 0.5278)
H (3.8136, 3.5444, 2.0397)
H (3.7046, 3.4046, 0.2848)
H (1.5172, 2.5608, 2.2437)
H (1.4239, 2.4392, 0.4848)
H (1.5044, 4.0251, 1.2577)


C4H11N3O in the gas phase. Source: OMol25; level of theory: ωB97M-V with the def2-TZVPD basis set.

## Properties
Kohn-Sham gap in eV: 10.159
SMILES: [H]/N=C(\CC)N[C@@H](N)O
Charge: 0

Cartesian coordinates (Å):
C (-1.7857, 0.7585, 0.2517)
C (1.6494, -0.5116, -0.6604)
C (2.5558, -0.2971, 0.5467)
N (-0.5298, 0.4221, -0.3960)
C (0.1031, -0.7345, -0.1790)
N (-2.2372, 1.9808, -0.3434)
O (-2.7127, -0.2817, 0.0866)
N (-0.3750, -1.7484, 0.4070)
H (-2.2537, -1.1051, 0.3445)
H (0.3922, 0.9635, -0.6877)
H (-1.6154, 0.9352, 1.3307)
H (-3.0938, 2.2844, 0.1044)
H (-2.4560, 1.8115, -1.3208)
H (0.2634, -2.5221, 0.5430)
H (1.8425, 0.2425, -1.4314)
H (1.8972, -1.4543, -1.1553)
H (2.4139, -1.0857, 1.2869)
H (3.6033, -0.3141, 0.2485)
H (2.3386, 0.6562, 1.0242)


A molecular structure, C3H3BiFO2. Source: OMol25; level of theory: ωB97M-V with the def2-TZVPD basis set.

## Properties
Kohn-Sham gap (alpha / beta) in eV: 6.403 / 8.058
Multiplicity: 2
Charge: +2

Cartesian coordinates (Å):
H (-0.2389, -1.6869, -0.5691)
F (-1.5246, 1.3677, -0.3620)
O (-0.0424, 0.5468, 1.1199)
O (1.1100, -0.1531, -0.5589)
C (-1.0546, 0.2087, 0.1558)
C (-0.2447, -0.5988, -0.8426)
C (1.1261, 0.1266, 0.7046)
H (-1.8678, -0.3166, 0.6639)
H (-0.4745, -0.3657, -1.8852)
Bi (3.2115, 0.8711, 1.5736)


Computed strongest force on any atom, in the same sequence as the records: 7.467, 1.430, 4.273, 3.582 eV/A.